[1]
This record from the OMol25 dataset describes C5H12N2O in the gas phase in a non-equilibrium geometry. The level of theory is ωB97M-V/def2-TZVPD.

Values from the calculation:
Frontier orbital gap, eV: 8.8
Energy relative to the best compared isomer or geometry (same formula, charge and spin), kJ/mol: 295.28
Maximum force, hartree/bohr: 0.0581

Structure (XYZ):
```
20
C5H12N2O ωB97M-V/def2-TZVPD
C 0.67 -0.78 -1.17
C -1.07 -1.68 0.36
C -1.45 1.19 0.83
C 2.08 1.15 -0.15
N -0.64 -0.66 -0.57
N -1.19 0.66 -0.50
C 1.60 -0.27 0.01
O 2.04 -1.02 0.86
H -2.04 0.67 -1.06
H 0.84 -1.84 -1.39
H 0.73 -0.10 -2.01
H -2.10 -1.48 0.69
H -0.45 -1.76 1.26
H -1.07 -2.63 -0.17
H -1.52 2.28 0.75
H -0.62 0.94 1.49
H -2.37 0.81 1.30
H 1.25 1.83 0.07
H 2.91 1.35 0.54
H 2.41 1.32 -1.15
```


[2]
This record from the OMol25 dataset describes 2 unconnected molecules or ions with the total composition C5H12N2O in a non-equilibrium geometry. The level of theory is ωB97M-V/def2-TZVPD.

Values from the calculation:
Frontier orbital gap, eV: 8.9
Energy relative to the best compared isomer or geometry (same formula, charge and spin), kJ/mol: 648.77
Maximum force, hartree/bohr: 0.0835

Structure (XYZ):
```
20
C5H12N2O ωB97M-V/def2-TZVPD
C -0.86 0.06 -0.21
C -1.32 -0.38 -1.59
C -1.95 0.03 0.85
N 1.25 0.75 0.01
C 0.46 -0.40 0.28
N 1.29 1.75 0.98
C 0.90 -1.63 0.55
O 2.81 0.49 -0.34
H 2.78 -0.12 -1.10
H -0.05 1.19 -0.63
H 1.78 2.56 0.61
H 1.84 1.40 1.77
H -2.11 0.30 -1.96
H -0.50 -0.36 -2.31
H -1.77 -1.38 -1.57
H -2.66 -0.80 0.70
H -2.51 0.97 0.85
H -1.54 -0.12 1.85
H 0.22 -2.47 0.52
H 1.95 -1.81 0.76
```


[3]
This record from the OMol25 dataset describes 2 unconnected molecules or ions with the total composition C5H12N2O2 in a non-equilibrium geometry. The level of theory is ωB97M-V/def2-TZVPD.

Values from the calculation:
Frontier orbital gap (spin up / spin down), eV: 7.5 / 8.3
Energy relative to the best compared isomer or geometry (same formula, charge and spin), kJ/mol: 823.85
Maximum force, hartree/bohr: 0.0497

Structure (XYZ):
```
21
C5H12N2O2 ωB97M-V/def2-TZVPD
C -1.30 -1.17 -0.78
C -0.74 -0.31 0.33
N -1.03 2.47 -0.89
C -1.50 -0.09 1.44
O -0.32 1.29 -0.76
H -1.19 2.60 -1.88
H -0.38 3.19 -0.56
H -0.56 -1.35 -1.57
H -2.14 -0.65 -1.25
H -1.63 -2.14 -0.41
H -1.12 0.46 2.29
H -2.47 -0.56 1.57
C 1.44 -1.63 0.53
C 0.83 -0.23 0.49
O 2.20 1.52 -0.11
N 1.36 0.52 -0.62
H 2.77 1.72 -0.87
H 1.03 0.29 1.43
H 1.35 -2.14 -0.44
H 2.50 -1.58 0.78
H 0.90 -2.23 1.27
```


[4]
This record from the OMol25 dataset describes a molecular structure, C5H12N2O2 in a non-equilibrium geometry. The level of theory is ωB97M-V/def2-TZVPD.

Values from the calculation:
Frontier orbital gap, eV: 9.7
Energy relative to the best compared isomer or geometry (same formula, charge and spin), kJ/mol: 417.25
Maximum force, hartree/bohr: 0.0205

Structure (XYZ):
```
21
C5H12N2O2 ωB97M-V/def2-TZVPD
C -2.23 -0.13 1.50
C 0.41 -0.76 1.13
O -0.98 0.38 1.08
O 0.10 -1.93 1.21
H 1.00 -0.23 1.88
H -2.22 -1.23 1.52
H -3.00 0.21 0.79
H -2.47 0.25 2.49
C 1.58 1.10 -0.23
C 1.29 -1.06 -1.35
N 0.74 -0.10 -0.37
C -0.79 0.30 -0.80
N -1.14 1.35 -1.41
H -0.67 2.20 -1.11
H -1.28 -0.65 -1.00
H 2.58 0.81 0.09
H 1.65 1.62 -1.18
H 1.28 -0.61 -2.34
H 2.32 -1.31 -1.09
H 0.69 -1.96 -1.32
H 1.12 1.75 0.50
```